No. 1
Entry from the Open Molecules 2025 dataset: the ion C2H5O4 with charge +1 (ωB97M-V with the def2-TZVPD basis set).

Positions of all 11 atoms, in Å:
C  0.594  1.093  0.347
C  0.363  -0.134  -0.478
O  -1.885  -1.896  1.645
O  -0.576  -0.154  -1.465
O  -0.113  -1.126  0.654
O  -1.352  -1.529  0.623
H  1.122  0.911  1.373
H  -0.372  1.606  0.478
H  1.271  1.677  -0.221
H  1.296  -0.664  -0.603
H  -0.348  0.215  -2.353

The orbital gap (spin up / spin down) comes out at 7.67 / 7.68 eV. The value obtained for the LUMO energy (spin up / spin down) is -9.1 / -9.1 eV. The molar mass is 93.06 g mol⁻¹. Its charge is +1. For the largest force on an atom, the calculation gives 2.2 eV Å⁻¹.

---

No. 2
Entry from the Open Molecules 2025 dataset: a cluster of 2 separate species, C2H7N3 in total (ωB97M-V with the def2-TZVPD basis set).

Positions of all 12 atoms, in Å:
C  1.993  -0.729  0.480
C  -0.701  0.760  0.521
N  1.447  -0.426  -0.590
N  -1.442  -0.423  -1.177
N  -0.648  -0.451  -0.133
H  3.046  -1.010  0.513
H  1.394  -0.877  1.395
H  -0.820  1.698  -0.169
H  -1.531  1.050  1.235
H  0.178  0.933  1.154
H  -1.324  -1.131  -1.795
H  -1.591  0.606  -1.436

The orbital gap (spin up / spin down) comes out at 9.18 / 8.27 eV. The value obtained for the LUMO energy (spin up / spin down) is 0.9 / 0.8 eV. The molar mass is 73.10 g mol⁻¹. Its charge is 0. For the largest force on an atom, the calculation gives 5.2 eV Å⁻¹.

---

No. 3
Entry from the Open Molecules 2025 dataset: a cluster of 2 separate species, C3H9S2 in total (ωB97M-V with the def2-TZVPD basis set).

Positions of all 14 atoms, in Å:
C  0.749  -1.890  -1.032
C  0.152  -0.642  -0.362
S  1.251  0.769  -0.670
C  0.424  2.025  0.330
H  -0.002  -2.679  -0.948
H  1.620  -2.259  -0.487
H  1.035  -1.669  -2.062
H  0.072  -0.741  0.715
H  -0.839  -0.426  -0.748
H  0.380  1.805  1.393
H  1.021  2.918  0.123
H  -0.581  2.193  -0.044
S  -2.056  0.434  1.598
H  -3.227  0.162  2.194

The orbital gap comes out at 6.21 eV. The value obtained for the LUMO energy is 3.4 eV. The molar mass is 109.24 g mol⁻¹. Its charge is -1. For the largest force on an atom, the calculation gives 0.9 eV Å⁻¹.

---

No. 4
Entry from the Open Molecules 2025 dataset: a structure of composition C55H56ClN3O2PPrS3 (ωB97M-V with the def2-TZVPD basis set).

Positions of all 122 atoms, in Å:
Pr  0.146  0.219  -0.139
S  -4.650  -0.155  0.640
C  -3.018  -0.029  0.429
S  -1.977  -1.388  0.623
S  -2.274  1.467  -0.013
C  -3.507  -0.985  3.959
C  -1.990  -1.161  4.076
C  -1.684  -2.184  5.175
C  -1.334  0.172  4.352
C  -1.848  0.959  5.374
C  -1.345  2.214  5.646
C  -0.299  2.694  4.883
C  0.264  1.943  3.860
C  1.384  2.604  3.075
C  2.679  1.791  2.951
C  0.870  3.037  1.697
C  -0.260  0.667  3.593
N  0.314  -0.077  2.535
C  1.150  -1.023  2.800
C  1.939  -1.666  1.688
N  1.383  -1.956  0.373
C  1.704  -3.215  -0.221
C  2.421  -3.388  -1.414
C  2.636  -4.685  -1.874
C  2.131  -5.786  -1.216
C  1.357  -5.598  -0.088
C  1.124  -4.329  0.417
C  0.156  -4.195  1.573
C  0.644  -4.963  2.803
C  -1.212  -4.704  1.110
C  2.978  -2.257  -2.249
C  4.495  -2.145  -2.056
C  2.675  -2.460  -3.737
C  2.991  -2.484  2.335
C  4.011  -3.271  1.868
C  4.872  -3.870  2.809
C  4.728  -3.695  4.162
C  3.689  -2.883  4.670
C  3.428  -2.558  6.018
C  2.412  -1.688  6.338
C  1.567  -1.114  5.377
C  1.760  -1.445  4.051
C  2.834  -2.308  3.723
H  -3.952  -1.861  3.495
H  -3.751  -0.124  3.343
H  -3.963  -0.851  4.938
H  -1.621  -1.549  3.123
H  -1.978  -1.796  6.149
H  -0.626  -2.434  5.205
H  -2.246  -3.096  4.988
H  -2.674  0.586  5.958
H  -1.771  2.829  6.426
H  0.085  3.684  5.078
H  1.630  3.519  3.629
H  2.650  1.112  2.100
H  2.866  1.213  3.854
H  3.521  2.461  2.802
H  0.708  2.145  1.052
H  1.589  3.696  1.210
H  -0.080  3.564  1.801
H  3.208  -4.833  -2.777
H  2.321  -6.783  -1.589
H  0.904  -6.446  0.402
H  0.022  -3.144  1.845
H  0.853  -6.000  2.551
H  -0.118  -4.946  3.578
H  1.554  -4.522  3.203
H  -1.223  -5.786  1.005
H  -1.455  -4.256  0.150
H  -1.981  -4.405  1.815
H  2.496  -1.318  -1.946
H  4.973  -3.100  -2.266
H  4.734  -1.846  -1.040
H  4.897  -1.394  -2.731
H  3.342  -3.196  -4.179
H  2.818  -1.522  -4.268
H  1.649  -2.787  -3.891
H  4.180  -3.431  0.815
H  5.680  -4.487  2.438
H  5.418  -4.162  4.849
H  4.041  -2.984  6.797
H  2.253  -1.424  7.372
H  0.796  -0.427  5.687
Cl  0.074  3.014  -1.627
C  -0.826  3.019  -3.097
C  -1.287  4.222  -3.610
C  -1.951  4.237  -4.824
C  -2.165  3.056  -5.516
C  -1.726  1.858  -4.987
C  -1.049  1.821  -3.767
P  -0.547  0.203  -3.067
C  -2.192  -0.559  -2.809
C  -2.183  -1.873  -2.335
C  -3.375  -2.516  -2.048
C  -4.574  -1.835  -2.188
C  -4.584  -0.522  -2.637
C  -3.401  0.118  -2.953
C  -0.048  -0.562  -4.664
C  0.983  0.044  -5.380
C  1.411  -0.494  -6.580
C  0.823  -1.649  -7.073
C  -0.197  -2.258  -6.363
C  -0.634  -1.716  -5.167
H  -1.125  5.138  -3.065
H  -2.306  5.171  -5.230
H  -2.683  3.063  -6.462
H  -1.906  0.934  -5.519
H  -1.230  -2.381  -2.178
H  -3.354  -3.526  -1.663
H  -5.501  -2.303  -1.898
H  -5.518  0.016  -2.708
H  -3.420  1.152  -3.264
H  1.447  0.937  -4.984
H  2.212  -0.024  -7.132
H  1.167  -2.073  -8.005
H  -0.653  -3.165  -6.733
H  -1.436  -2.191  -4.622
O  2.304  1.092  -1.265
H  2.800  1.693  -1.833
H  3.026  0.480  -0.801
O  3.452  -0.620  0.128
N  2.223  -0.740  0.604

The orbital gap (spin up / spin down) comes out at 5.97 / 5.96 eV. As for the multiplicity: 3. The value obtained for the LUMO energy (spin up / spin down) is -0.7 / -0.7 eV. The molar mass is 1094.61 g mol⁻¹. Its charge is 0. For the largest force on an atom, the calculation gives 2.1 eV Å⁻¹. Its expectation value of S² is 2.002.

---

No. 5
Entry from the Open Molecules 2025 dataset: the ion C6H14N3O with charge +1 (ωB97M-V with the def2-TZVPD basis set).

Positions of all 24 atoms, in Å:
H  2.212  0.354  -2.165
N  1.378  -0.147  -1.712
C  0.706  0.342  -0.790
N  0.926  1.613  -0.259
N  2.049  2.395  -0.762
C  -0.492  -0.425  0.043
O  -1.384  0.726  0.402
C  -2.597  0.748  -0.398
C  0.078  -1.260  1.163
C  -0.697  -2.503  1.558
C  0.650  -2.656  1.002
H  0.523  1.684  0.654
H  2.833  2.618  -0.107
H  1.563  3.275  -1.058
H  2.166  2.065  -1.772
H  -0.831  -1.050  -0.805
H  -3.165  1.321  0.312
H  -3.047  -0.106  -0.839
H  -2.324  1.373  -1.176
H  0.609  -0.686  1.895
H  -1.576  -2.592  0.957
H  -0.826  -2.643  2.539
H  1.487  -2.843  1.598
H  0.591  -2.879  -0.106

The orbital gap comes out at 8.92 eV. The value obtained for the LUMO energy is -4.1 eV. The molar mass is 144.20 g mol⁻¹. Its charge is +1. For the largest force on an atom, the calculation gives 4.7 eV Å⁻¹. As for the SMILES: [H]/N=C(\N[NH3+])[C@H](OC)C1CC1.

---

No. 6
Entry from the Open Molecules 2025 dataset: a cluster of 3 separate species, C22H31IN2O4 in total (ωB97M-V with the def2-TZVPD basis set).

Positions of all 60 atoms, in Å:
C  5.656  -2.445  2.703
C  5.493  -2.727  1.096
C  5.184  -1.401  0.184
C  4.240  -0.265  0.929
C  3.305  0.604  -0.102
C  1.698  0.564  0.357
I  1.481  1.252  2.465
O  1.000  1.550  -0.492
C  -0.421  1.189  -0.693
O  -0.743  0.714  -1.922
C  -1.609  1.374  0.441
C  -1.984  0.001  1.258
C  -2.061  -1.350  0.275
C  -3.168  -2.342  0.966
O  -3.483  -3.560  0.203
C  -2.464  -3.868  -0.812
O  -2.710  -3.779  -2.148
H  5.778  -1.321  3.004
H  4.704  -2.921  3.242
H  6.608  -3.010  3.151
H  4.615  -3.495  0.964
H  6.477  -3.238  0.695
H  6.176  -0.927  -0.235
H  4.541  -1.779  -0.748
H  4.978  0.478  1.470
H  3.555  -0.874  1.689
H  3.445  0.296  -1.241
H  3.597  1.760  -0.064
H  1.291  -0.545  0.234
H  -1.188  2.179  1.213
H  -2.590  1.862  -0.006
H  -1.228  -0.280  2.119
H  -3.054  0.087  1.779
H  -0.954  -1.788  0.280
H  -2.391  -0.977  -0.805
H  -4.182  -1.716  1.031
H  -2.846  -2.528  2.083
H  -1.402  -4.262  -0.458
C  -3.218  6.013  3.020
C  -2.568  5.455  4.115
C  -2.551  4.074  4.234
N  -3.133  3.237  3.348
C  -3.758  3.808  2.296
C  -3.826  5.176  2.089
H  -3.251  7.091  2.892
H  -2.086  6.080  4.858
H  -2.054  3.591  5.070
H  -4.220  3.113  1.600
H  -4.340  5.580  1.224
C  -0.644  -0.621  -4.538
C  0.306  -1.093  -5.438
C  -0.089  -2.038  -6.371
N  -1.343  -2.532  -6.456
C  -2.243  -2.056  -5.568
C  -1.945  -1.109  -4.602
H  -0.372  0.122  -3.793
H  1.328  -0.733  -5.413
H  0.615  -2.435  -7.097
H  -3.243  -2.471  -5.656
H  -2.708  -0.761  -3.915

The orbital gap comes out at 8.96 eV. The value obtained for the LUMO energy is -0.1 eV. The molar mass is 514.40 g mol⁻¹. Its charge is 0. For the largest force on an atom, the calculation gives 9.5 eV Å⁻¹. As for the SMILES: CCCCC[C@@H](I)OC(=O)CCCCOC=O.c1ccncc1.c1ccncc1.